Entry from the Open Molecules 2025 dataset: a structure of composition C22H29F7MoN6S3SbSi (wB97M-V/def2-TZVPD).

Summary:
net charge	0
HOMO-LUMO gap (spin up / spin down)	6.3 / 6.3	eV
2S+1	4

Cartesian coordinates (Å):
C: -4.469 -2.065 -0.148
C: 0.185 1.511 3.012
H: -4.165 -0.067 3.149
N: 2.456 0.555 -2.965
H: 0.722 5.576 -2.250
H: -1.062 -3.235 1.424
C: -3.099 -0.680 1.379
N: 1.512 0.337 0.411
F: -1.822 0.392 -6.401
F: -2.219 -1.475 -0.636
C: -5.549 -1.989 0.724
C: 0.345 4.628 -1.868
H: 3.647 -2.404 2.464
H: 3.436 2.369 -3.528
C: 0.687 -4.046 2.386
F: 0.436 -0.271 -5.005
C: 1.849 -1.718 1.515
C: -2.668 2.515 2.773
H: 0.511 2.093 2.150
C: 0.209 -1.308 -1.817
H: -2.969 0.210 4.927
C: 2.351 -0.457 1.048
N: -1.867 -0.089 1.573
H: -6.482 -2.476 0.479
Sb: -0.679 1.267 -5.200
N: 2.024 1.535 -0.010
H: -6.243 -1.191 2.584
C: -1.944 0.106 4.570
H: -2.374 3.074 1.882
S: 1.891 -1.973 -1.983
C: -3.322 -1.422 0.222
H: 5.609 1.078 -2.389
C: 2.822 -0.566 -2.343
H: 0.863 0.664 3.143
F: 0.561 2.072 -3.947
F: 0.433 1.876 -6.590
H: 4.319 -1.930 -0.611
C: -0.014 -3.102 1.665
H: -0.450 4.816 -1.151
H: -3.729 2.274 2.678
C: 2.614 -2.631 2.243
H: -0.026 -0.738 -2.712
Mo: -0.373 -0.343 0.079
H: -1.289 0.518 5.342
C: 3.533 1.401 -3.074
H: 3.366 -0.128 1.226
C: -5.407 -1.266 1.900
F: -1.670 2.862 -5.218
C: 4.922 -1.464 -1.390
H: 5.245 -2.229 -2.095
N: 4.128 -0.450 -2.056
C: -4.221 -0.625 2.227
C: 1.120 2.307 -0.561
H: 0.291 2.147 3.896
H: -0.018 4.018 -2.692
H: -2.547 3.169 3.640
H: 0.193 -4.948 2.718
H: 5.791 -0.989 -0.944
S: -0.538 1.927 -0.777
S: 1.763 3.850 -1.073
H: 2.603 -4.522 3.242
Si: -1.608 0.985 2.935
H: -0.389 -2.220 -1.913
C: 4.586 0.774 -2.515
N: 0.548 -1.971 1.231
H: 1.534 0.794 -3.330
H: -1.728 -0.962 4.487
F: -1.676 0.642 -3.715
C: 2.027 -3.802 2.675
H: -4.515 -2.593 -1.091

Here are the Mulliken charges for atoms 1 to 2, given in e: atom 1 (C): -1.07, atom 2 (C): -0.80



Entry from the Open Molecules 2025 dataset: the ion C22H29N2O3S with charge +1 (wB97M-V/def2-TZVPD).

Summary:
net charge	+1
HOMO-LUMO gap	8.9	eV
2S+1	1
structure (SMILES)	S[C@H](COCc1ccccc1)CN1CC[NH+](Cc2ccc3c(c2)OCO3)CC1

Cartesian coordinates (Å):
C: 2.116 1.404 -0.436
O: 4.338 3.669 -2.280
C: 4.841 3.247 -3.533
C: -1.634 1.277 2.136
C: 0.318 -3.974 2.350
H: -2.693 -3.650 3.838
H: 1.549 1.317 0.476
H: 1.428 -1.593 -1.899
S: -1.079 2.795 -0.045
C: -0.900 -4.342 2.898
H: 0.999 -4.728 1.988
C: 3.555 2.661 -1.824
H: -2.490 1.330 -2.302
C: 2.097 0.373 -1.364
H: -3.164 -1.896 -0.674
H: -1.174 -5.383 2.960
C: -2.200 0.326 -1.999
H: -1.903 3.662 -0.627
H: -0.167 1.105 -2.237
H: -2.354 0.664 2.694
C: 2.843 2.572 -0.652
H: 1.598 -1.328 -0.152
H: 0.070 0.315 3.593
N: -2.503 0.115 -0.614
C: -0.675 0.143 -2.175
C: -2.362 1.984 0.999
H: 1.632 -2.359 1.870
H: -2.743 -0.391 -2.634
C: 3.544 1.621 -2.764
H: -2.446 -1.344 0.854
C: -1.753 -3.368 3.389
H: 5.939 3.199 -3.494
O: -0.578 0.482 1.630
C: -3.260 1.058 0.151
C: -0.992 -1.754 -0.710
H: 4.531 3.957 -4.314
H: -0.440 -0.444 -3.064
H: -0.516 -2.361 0.061
H: -1.069 -2.342 -1.626
C: -1.398 -2.032 3.322
C: 2.819 0.474 -2.560
C: -0.188 -1.649 2.752
C: 0.667 -2.636 2.273
H: 2.850 3.372 0.067
C: 0.191 -0.194 2.632
O: 4.319 1.963 -3.824
H: -2.976 2.774 1.437
H: -2.059 -1.287 3.740
H: -3.862 1.682 -0.516
H: -0.314 0.067 -0.165
C: 1.287 -0.869 -1.093
H: -1.219 2.031 2.819
H: 2.825 -0.317 -3.291
H: 1.240 -0.107 2.330
C: -2.378 -1.263 -0.231
N: -0.159 -0.565 -0.983
H: -3.948 0.537 0.824

Here are the Mulliken charges for atoms 1 to 2, given in e: atom 1 (C): 0.12, atom 2 (O): -0.49



Entry from the Open Molecules 2025 dataset: an isolated molecule of C22H29N3O3 (wB97M-V/def2-TZVPD).

Summary:
net charge	0
HOMO-LUMO gap	8.3	eV
2S+1	1
structure (SMILES)	CC[C@H](C)c1ccc(NC(=O)CN(C)CC(=O)Nc2cccc(OC)c2)cc1

Cartesian coordinates (Å):
H: 1.131 1.078 -2.510
H: -1.331 1.274 -4.921
C: 0.716 1.283 3.657
H: -0.132 -0.686 3.779
C: 0.443 2.705 4.159
C: -2.328 -1.591 -0.931
C: -0.805 1.398 0.170
H: 0.082 2.289 -4.584
C: -1.163 -1.363 -3.690
O: 0.355 -2.324 2.150
O: -2.350 -1.520 -3.840
C: 0.569 1.252 2.156
H: 0.487 -1.799 -4.997
H: 2.031 1.409 -5.360
N: 0.261 1.280 -2.033
O: -1.936 1.721 -2.493
H: -0.849 -0.896 -5.753
H: 0.525 -1.412 -2.585
N: 0.505 0.237 -4.558
H: 0.059 0.887 6.393
H: 1.754 1.028 3.903
C: 0.178 -0.008 5.787
H: 2.139 -1.498 1.498
H: 0.620 2.778 5.228
H: -2.138 -2.075 2.419
C: -0.813 1.457 -2.849
N: -0.478 -1.523 -2.527
C: -0.233 -0.988 -4.845
H: 2.455 1.041 -0.654
H: 0.975 0.684 -6.592
C: -0.413 1.350 -4.324
C: -0.978 -1.690 -1.229
C: -0.198 0.252 4.333
C: 1.570 1.137 -0.037
H: 2.144 -0.320 -5.712
H: 1.975 -3.264 1.256
H: -1.233 0.594 4.286
H: -0.459 -0.785 6.205
H: 0.998 -2.003 -0.478
H: -0.587 2.988 3.956
C: -0.673 1.381 1.544
C: -0.048 -1.935 -0.219
H: -1.774 1.503 -0.285
H: 2.188 -2.603 2.895
H: -3.786 -1.642 0.623
C: -2.737 -1.728 0.385
C: -1.828 -1.967 1.392
C: 1.739 -2.426 1.919
C: 1.456 0.521 -5.619
C: -0.469 -2.077 1.093
H: -1.561 1.473 2.149
H: 1.212 -0.339 5.862
C: 0.322 1.276 -0.636
H: -3.039 -1.398 -1.715
H: 2.667 1.040 1.788
C: 1.686 1.131 1.340
H: 1.097 3.413 3.654

Here are the Mulliken charges for atoms 1 to 2, given in e: atom 1 (H): 0.20, atom 2 (H): 0.39



Entry from the Open Molecules 2025 dataset: an isolated molecule of C22H29N3O5 (wB97M-V/def2-TZVPD).

Summary:
net charge	0
HOMO-LUMO gap	9.4	eV
2S+1	1
structure (SMILES)	COCCNC(=O)COc1coc(CN2CCN(Cc3ccccc3)CC2)cc1=O

Cartesian coordinates (Å):
H: -3.258 3.197 -1.279
C: 2.696 0.681 0.952
O: 5.095 -2.715 0.697
H: 0.236 4.495 0.343
H: 0.000 3.739 1.938
H: 6.175 -0.517 -0.572
H: -5.190 1.443 -0.850
H: -1.074 -2.422 0.275
H: -4.356 0.600 -2.177
C: 3.400 1.128 -0.265
C: 2.949 2.221 -0.928
C: -2.617 2.309 -1.422
H: 3.335 -4.023 -0.289
C: 1.265 2.654 0.589
H: -5.455 -4.060 1.129
C: -3.092 1.533 0.758
C: -3.950 -1.731 -0.800
H: -3.448 0.676 1.333
N: -3.089 1.178 -0.649
H: 1.104 1.360 2.249
H: -0.552 1.774 -1.200
H: -2.622 2.042 -2.482
C: 1.507 -2.934 0.058
C: -5.751 -0.766 0.445
C: 4.607 -1.860 -0.007
O: 4.471 0.498 -0.820
C: -5.248 -3.099 0.683
H: -6.828 -2.099 1.723
H: -3.612 -3.820 -0.494
C: 0.078 3.548 0.866
N: 3.592 -2.070 -0.869
H: 3.411 2.570 -1.838
C: -4.212 -2.962 -0.227
H: 3.176 -1.274 -1.329
H: 5.378 -0.114 0.962
C: 1.627 1.587 1.334
H: 1.816 -2.541 1.037
H: -1.043 1.002 1.105
O: 1.899 2.968 -0.552
H: 2.458 -3.548 -1.780
H: -0.109 -1.163 1.078
H: -6.355 0.091 0.710
H: -3.146 -1.621 -1.511
H: -0.915 -0.817 -0.482
O: 0.735 -1.967 -0.627
H: -3.761 2.392 0.949
N: -1.189 3.003 0.413
C: -1.680 1.893 1.207
C: -0.398 -1.576 0.103
C: 2.751 -3.238 -0.774
H: 0.917 -3.850 0.213
C: -4.397 0.712 -1.089
C: -4.716 -0.621 -0.468
O: 2.955 -0.341 1.572
C: -1.193 2.648 -0.994
H: -0.825 3.498 -1.572
C: -6.018 -1.999 1.016
C: 5.208 -0.449 -0.064
H: -1.701 2.197 2.256

Here are the Mulliken charges for atoms 1 to 2, given in e: atom 1 (H): 0.32, atom 2 (C): 0.68



How do the records compare in energy relative to the best compared isomer or geometry (same formula, charge and spin)? In the order shown, they have 0.00; 0.00; 73.81; 411.57 kJ/mol.
How do the records compare in strongest force on any atom? In the order shown, they have 0.32; 1.31; 0.55; 0.86 eV/A.